[1]
{"formula": "C3H3NOS", "method": "ωB97M-V/def2-TZVPD", "relative_energy_kj_mol": 193.9, "lumo_energy_ev": -0.732, "homo_lumo_gap_ev": 8.5, "species": ["C", "C", "C", "N", "O", "S", "H", "H", "H"], "coordinates": [[-1.8137, 0.6209, 0.8009], [-0.4334, 0.8371, 0.6096], [0.3484, -0.4987, -0.5934], [-2.9413, 0.4277, 0.8814], [0.2869, 1.6962, 0.9903], [1.8073, -1.1743, 0.1524], [-0.4356, -1.2509, -0.6102], [0.4919, -0.0043, -1.5367], [2.6896, -0.6537, -0.6943]], "mulliken_charge": [0.1406, 0.4939, -0.6189, -0.2755, -0.3895, -0.1554, 0.3153, 0.3543, 0.1352]}

[2]
{"formula": "C3H3NOS2", "method": "ωB97M-V/def2-TZVPD", "relative_energy_kj_mol": 200.1, "smiles": "O=CS/N=C/C=S", "lumo_energy_ev": -1.351, "homo_lumo_gap_ev": 7.8, "species": ["O", "C", "S", "N", "C", "C", "S", "H", "H", "H"], "coordinates": [[-1.2536, -1.3596, 1.2733], [-0.3911, -2.1183, 0.9289], [0.9639, -1.8270, -0.1723], [0.9684, -0.1927, -0.6205], [0.0787, 0.6653, -0.2988], [0.2718, 2.0288, -0.8234], [-0.7300, 3.2642, -0.5272], [-0.3203, -3.1341, 1.3282], [-0.7543, 0.4939, 0.3597], [1.1666, 2.1795, -1.4478]], "mulliken_charge": [-0.4368, 0.1029, 0.0303, -0.4190, 0.1279, -0.3545, -0.1999, 0.3075, 0.5259, 0.3156]}

[3]
{"formula": "C3H3NOS2", "method": "ωB97M-V/def2-TZVPD", "relative_energy_kj_mol": 259.1, "lumo_energy_ev": -0.095, "homo_lumo_gap_ev": 8.4, "species": ["C", "C", "C", "H", "H", "H", "N", "O", "S", "S"], "coordinates": [[0.1098, 0.4022, -0.7993], [1.6366, 0.9002, 0.4442], [0.1233, -0.5232, 0.1975], [-2.1536, -0.5434, -1.2346], [2.3177, 1.3740, 1.1216], [-2.1556, -0.9510, 1.2009], [1.1515, 1.2091, -0.7053], [1.0712, -0.2774, 1.0751], [-1.1846, 0.2919, -1.9905], [-0.9163, -1.8824, 0.6905]], "mulliken_charge": [0.4846, -0.0004, 0.0871, 0.1363, 0.3945, 0.1664, -0.4719, -0.3098, -0.2491, -0.2377]}

[4]
{"formula": "C3H3NS3", "method": "ωB97M-V/def2-TZVPD", "relative_energy_kj_mol": 130.3, "smiles": "S=C[C@H]1SC=NS1", "lumo_energy_ev": -0.801, "homo_lumo_gap_ev": 8.0, "species": ["S", "C", "C", "S", "C", "N", "S", "H", "H", "H"], "coordinates": [[-3.2180, -0.1104, -0.0380], [-1.6581, -0.0373, 0.3635], [-0.5343, -0.0510, -0.6196], [0.5849, 1.3697, -0.3717], [1.9171, 0.4023, 0.2988], [1.8887, -0.8635, 0.2977], [0.5024, -1.5673, -0.3746], [-1.3512, -0.0268, 1.3857], [-0.9369, -0.0571, -1.6388], [2.8054, 0.9414, 0.6969]], "mulliken_charge": [-0.2035, -0.1684, -0.3262, -0.0780, 0.0038, -0.3404, 0.0419, 0.3076, 0.4203, 0.3428]}

[5]
{"formula": "C3H3O2S", "method": "ωB97M-V/def2-TZVPD", "relative_energy_kj_mol": 0.0, "smiles": "CC(=O)C([O-])=S", "lumo_energy_ev": 3.926, "homo_lumo_gap_ev": 7.6, "total_charge": -1, "species": ["C", "C", "O", "C", "O", "S", "H", "H", "H"], "coordinates": [[-0.7635, -0.7122, -0.4966], [0.4337, -0.2499, 0.4418], [1.0118, -1.1155, 1.1102], [0.6379, 1.2426, 0.5135], [-0.1488, 1.8248, 1.2155], [1.8077, 1.8160, -0.6379], [-1.2644, -0.0002, -1.1867], [-0.2546, -1.4674, -1.0570], [-1.4598, -1.3382, 0.0972]], "mulliken_charge": [-0.8726, 0.5337, -0.6097, 0.1903, -0.5747, -0.5181, 0.2889, 0.2863, 0.2758]}

[6]
{"formula": "C3H3O2Sc", "method": "ωB97M-V/def2-TZVPD", "spin_multiplicity": 2, "lumo_energy_ev": [-6.296, -6.520], "homo_lumo_gap_ev": [5.5, 5.3], "total_charge": 1, "species": ["C", "O", "C", "C", "O", "H", "H", "H", "Sc"], "coordinates": [[-1.0654, -0.0002, -0.2345], [1.0787, 0.0157, 0.3767], [-0.5964, 1.2223, 0.0280], [0.0944, -0.9373, 0.0562], [-0.4721, 2.4049, -0.0106], [-2.1251, -0.2440, -0.1757], [-0.1198, -1.5907, 0.9228], [0.3339, -1.5557, -0.8288], [2.8719, 0.6849, -0.1341]], "mulliken_charge": [-0.6940, -0.5882, 0.6592, -0.0982, -0.4536, 0.3328, 0.2325, 0.2290, 1.3806]}

| no. | total energy (a.u.) | maximum force (eV Å⁻¹) |
| --- | --- | --- |
| 1 | -644.21308 | 5.3 |
| 2 | -1042.42247 | 0.8 |
| 3 | -1042.39999 | 4.8 |
| 4 | -1365.38776 | 0.9 |
| 5 | -664.83539 | 2.2 |
| 6 | -1026.93404 | 4.2 |